Record 1
Computed, not measured: a molecular structure, C36H40N7O4PRuSTe2, with the ωB97M-V functional and the def2-TZVPD basis.

Computed properties:
Energy above the lowest of the compared OMol25 structures with the same formula, charge and spin in kJ/mol: 56.4
Kohn-Sham gap (spin up / spin down) in eV: 6.5 / 5.4
<S²>: 0.758
E_LUMO (spin up / spin down) in Ha: -0.1351 / -0.1748

Structure (ORCA input):
```
! RIJCOSX wB97M-V def2-TZVPD def2/J DEFGRID3
* xyz 1 2
H 4.32 2.80 -1.87
C -2.49 -1.36 -3.42
C 0.67 5.23 0.71
H -1.92 1.64 -4.89
C 1.47 -4.74 5.11
H 2.18 -3.98 1.11
C 1.40 -3.58 5.87
C 1.48 -4.67 3.72
H 0.25 -0.57 3.09
H -3.99 -1.03 3.81
Te 2.03 -1.32 1.17
H 3.90 3.52 3.34
C 2.28 2.48 -2.39
H -2.47 -1.85 -2.45
O 3.75 0.24 -0.94
C -5.75 1.43 0.64
C -1.54 -2.50 0.18
H 0.70 5.22 1.80
O 2.22 1.57 1.18
C 1.35 -2.35 5.24
H -2.52 0.34 -6.89
N 4.41 0.08 -2.00
N 1.11 -3.13 -3.46
O 0.14 2.85 0.72
H -1.27 4.29 0.53
H 2.16 3.25 3.29
C -2.65 0.42 2.96
C 3.59 3.20 -2.56
H -3.09 -3.14 -4.45
H 0.89 -4.11 -3.52
H 1.51 2.85 -3.07
C -4.21 0.12 -0.66
H 0.29 6.20 0.39
C -3.25 -0.83 3.05
H 1.40 -3.64 6.95
H 3.27 1.90 3.61
H 1.86 -2.76 -4.02
C 1.44 -3.33 1.58
C 1.35 -2.27 3.85
C 1.42 -3.43 3.09
N -0.26 -2.97 -1.64
H 0.47 -3.55 1.14
H -0.23 4.11 -0.90
H -3.10 -2.06 -6.67
H 3.09 3.46 0.97
C -2.18 0.60 -4.79
H 1.31 -1.44 5.83
C 1.27 -0.94 3.14
C 5.15 -1.43 -3.67
Te -1.60 1.19 -1.91
C -3.80 2.47 -0.30
H -6.66 1.50 1.22
C -1.68 0.63 1.99
H -3.93 -0.83 -1.10
N -0.67 -2.11 -0.68
H -2.91 1.22 3.63
H 1.89 -0.18 3.61
C 3.13 2.82 3.04
C -2.88 -1.82 2.15
C -5.37 0.21 0.08
C -4.96 2.55 0.45
C -1.93 -1.53 1.19
S 1.18 -0.73 -2.33
H 3.96 3.04 -3.57
C -2.51 -0.14 -5.92
H 1.53 -5.71 5.60
H -3.20 3.35 -0.47
N 3.41 -3.04 -1.04
H -6.00 -0.66 0.22
H 1.56 -5.57 3.13
C -0.24 4.14 0.19
H -3.33 -2.80 2.18
H -5.26 3.51 0.87
H 4.19 2.11 1.28
C 4.52 -1.17 -2.42
H -1.96 -3.50 0.15
C 3.23 2.55 1.56
N 5.62 -1.64 -4.70
P 1.15 1.78 0.03
N -1.31 -0.32 1.12
Ru 0.14 -0.25 -0.42
H 2.42 1.42 -2.52
C -2.83 -2.09 -4.55
C -2.84 -1.48 -5.79
C -2.17 -0.02 -3.54
C -3.42 1.24 -0.85
C 0.61 -2.42 -2.46
H 3.47 4.27 -2.40
O 1.79 2.75 -1.04
H -1.18 1.58 1.89
C 3.92 -2.23 -1.68
H 1.68 5.11 0.33
*
```

Record 2
Computed, not measured: a molecular structure, C36H41AsBrN4O3PSTi at a distorted geometry, with the ωB97M-V functional and the def2-TZVPD basis.

Computed properties:
Energy above the lowest of the compared OMol25 structures with the same formula, charge and spin in kJ/mol: 101.3
Kohn-Sham gap in eV: 6.4
E_LUMO in Ha: -0.2539

Structure (ORCA input):
```
! RIJCOSX wB97M-V def2-TZVPD def2/J DEFGRID3
* xyz 2 1
H -3.91 1.56 -1.29
C -2.57 0.93 -2.85
N 0.92 2.66 1.05
C -3.04 -2.96 -1.34
C -3.08 -2.24 -3.63
C 3.03 1.22 4.50
H -4.44 -5.32 -3.30
C -1.39 -3.53 3.90
H -0.91 2.89 2.13
Br -2.75 0.49 2.09
H -1.50 4.26 0.32
H 3.43 1.69 5.39
C 1.25 -0.28 3.75
H -4.54 3.32 -5.13
C 3.83 1.52 0.82
H 2.65 0.36 -4.12
C 0.94 3.01 -0.39
H 2.24 2.85 3.25
C 0.78 0.06 -3.11
C 2.02 -0.35 -3.58
C -3.63 1.67 -2.33
H 2.23 -0.49 -0.94
H 3.84 1.09 3.79
C -0.07 3.49 1.77
C -3.99 2.65 -4.49
P 1.20 1.10 1.44
H 4.38 1.39 1.75
H 1.40 5.09 -0.10
C 1.90 2.03 3.88
C -0.05 -0.86 -2.47
H 2.01 -3.57 -2.54
H -3.95 -3.61 -5.02
H 4.35 1.49 -1.29
H 3.55 2.57 0.73
C 2.37 -0.13 4.80
H -1.04 -4.51 4.22
H 0.17 4.82 -1.33
H 1.93 -0.13 5.80
O 0.33 -2.87 0.76
H -3.70 -1.11 4.52
C -2.21 1.06 -4.19
C -2.44 -2.87 4.53
H 5.72 1.19 -0.21
H 1.92 2.84 -0.81
C -4.34 2.53 -3.15
C 2.47 -1.65 -3.37
N -1.21 -1.73 2.36
H 0.44 1.07 -3.28
H 2.59 -1.46 0.51
H 3.08 -0.95 4.75
N 1.12 1.05 3.09
C -2.23 -1.10 2.96
C 0.54 4.48 -0.37
H 0.20 2.42 -0.95
C 2.84 -0.55 -0.04
As -1.77 -0.41 -1.68
H -2.86 -1.49 -4.38
H -0.24 -2.91 -1.80
C -0.53 4.53 0.73
H 1.50 -1.05 3.02
H 0.31 -0.53 4.23
C -3.96 -4.39 -3.02
N 2.63 0.66 0.79
H -5.16 3.11 -2.75
H 3.43 -1.96 -3.75
H 1.25 2.43 4.66
C -2.93 1.92 -5.00
C -2.74 -1.99 -2.30
H -0.62 5.52 1.17
Ti -0.68 -1.45 0.40
H 0.40 3.97 2.63
O 0.14 0.13 0.85
C 4.33 -0.49 -0.37
C 0.41 -2.17 -2.25
C -3.69 -3.42 -3.99
O 0.94 -4.45 2.24
C -2.87 -1.63 4.06
H -1.38 0.49 -4.59
H -2.66 2.01 -6.05
S -2.73 -2.64 0.37
H -2.95 -3.33 5.37
C -0.80 -2.92 2.82
C 0.26 -3.53 1.92
H -3.84 -4.91 -0.94
H 4.91 -1.00 0.40
H 4.55 -0.96 -1.33
C 1.67 -2.56 -2.69
C -3.64 -4.16 -1.70
C 4.66 1.01 -0.36
*
```

Record 3
Computed, not measured: a molecular structure, C36H41GeN5O2PtS2Se, with the ωB97M-V functional and the def2-TZVPD basis.

Computed properties:
Energy above the lowest of the compared OMol25 structures with the same formula, charge and spin in kJ/mol: 42.3
Kohn-Sham gap (spin up / spin down) in eV: 6.1 / 4.9
<S²>: 0.755
E_LUMO (spin up / spin down) in Ha: -0.3417 / -0.3857

Structure (ORCA input):
```
! RIJCOSX wB97M-V def2-TZVPD def2/J DEFGRID3
* xyz 3 2
C -1.90 2.00 0.19
N -1.36 -4.30 -4.66
C 0.85 2.28 1.74
H -3.23 5.11 0.57
H -0.33 -6.36 5.39
H 1.05 -5.25 5.48
C -0.90 -4.81 -3.53
H 3.65 5.93 1.46
H -0.53 -5.83 -3.56
C -4.03 3.58 -0.71
C 1.69 3.15 0.99
C -1.20 -0.02 2.54
H 4.00 -2.07 -0.58
N 0.45 -4.21 2.96
C 3.08 0.00 1.28
C 0.39 -5.81 4.80
C 3.52 -0.02 -1.08
H -3.73 -2.34 3.41
C 2.35 4.22 1.66
H -2.75 0.48 -1.11
C 3.32 4.99 -0.42
H -0.49 -4.57 -1.42
C -1.36 -2.81 -2.35
H 4.43 0.45 -0.70
C -2.16 -3.67 2.97
H -3.94 -3.24 1.91
S 1.09 -2.71 0.92
C -3.89 2.28 -1.17
H 1.53 2.16 -0.91
C -3.60 -3.32 2.94
H -2.26 -1.25 -3.56
H -1.35 3.74 1.34
O 2.51 0.09 -0.04
C -2.10 2.58 -4.53
N -0.54 2.93 -2.41
H 2.27 -0.07 2.00
H 4.45 -1.57 -2.22
H -1.92 0.64 3.04
H 0.10 3.07 -1.64
H 3.94 5.69 -0.97
N -1.36 -3.07 2.07
H -0.44 -0.33 3.26
H 3.65 0.91 1.46
Se -1.51 -1.81 -0.73
C 0.75 2.46 3.10
O 2.42 -1.88 -1.91
H 1.31 3.61 4.84
C -2.83 1.49 -0.72
C -0.65 1.72 -2.98
H 3.16 0.54 -1.94
C -0.30 -4.86 3.88
C 1.43 3.50 3.77
C 2.46 -2.98 -2.83
H 2.86 3.79 -2.16
H 2.72 5.17 3.56
H -2.20 -2.68 -5.60
C -3.11 4.10 0.20
H 1.44 -3.14 -3.18
C -1.64 -4.58 3.90
H -2.63 4.68 -4.34
C -0.87 -4.11 -2.33
Pt 0.55 -0.73 -0.47
C -1.83 -3.06 -4.65
H 3.10 -2.74 -3.68
H 1.45 -4.39 2.92
C 1.91 3.03 -0.40
C -1.87 -2.26 -3.52
C -0.08 -3.33 2.07
H 3.72 -0.88 1.36
H -2.29 -5.08 4.61
C -2.06 3.85 -3.94
H -2.69 2.39 -5.41
C -1.25 3.99 -2.85
C 3.16 5.12 0.93
C 2.69 3.92 -1.09
H 2.83 -3.89 -2.34
H 0.12 1.81 3.70
C 2.20 4.36 3.07
Ge -0.48 1.03 1.08
H -4.21 -4.04 3.48
H -4.87 4.18 -1.04
H -4.61 1.86 -1.87
C 3.70 -1.47 -1.44
C -2.05 3.31 0.64
H -1.74 -0.89 2.18
N -1.42 1.54 -4.04
H 1.01 -6.51 4.24
S 0.36 0.34 -2.58
H -1.11 4.92 -2.31
*
```

Record 4
Computed, not measured: a molecular structure, C36H42AsN6O2S2Zr, with the ωB97M-V functional and the def2-TZVPD basis.

Computed properties:
Energy above the lowest of the compared OMol25 structures with the same formula, charge and spin in kJ/mol: 77.3
Kohn-Sham gap in eV: 6.5
E_LUMO in Ha: -0.1182

Structure (ORCA input):
```
! RIJCOSX wB97M-V def2-TZVPD def2/J DEFGRID3
* xyz 1 1
H -2.42 1.26 0.69
C 2.06 -2.42 3.28
H 3.69 -3.87 3.22
H -0.85 6.12 5.41
H 2.23 -2.71 5.42
H 3.25 -0.22 -2.90
C 1.06 3.11 1.39
H -7.62 -0.01 0.35
H 1.32 4.70 -3.69
C 0.51 4.57 4.84
C 0.03 3.00 -3.35
H -1.69 6.46 3.11
C 2.49 -1.97 4.67
C 0.62 -2.04 -3.61
H -8.09 -1.56 -0.35
As 0.04 1.45 1.18
H -0.79 5.10 1.26
N 4.53 -2.10 1.41
H 0.90 4.43 5.85
H -5.37 0.69 -1.56
O -0.95 -1.35 0.46
H 1.79 3.07 4.00
H -3.90 -3.60 0.39
H -0.95 1.18 -2.78
H 2.79 -0.43 2.78
C -0.08 1.82 -2.67
O -1.49 -3.63 -0.38
N 2.83 0.34 -0.27
C -7.44 -0.69 -0.49
H 0.99 3.62 0.43
H 0.97 -2.52 3.29
H -0.77 3.33 -4.01
H 3.96 2.07 -0.64
C -0.94 5.71 3.31
N 1.45 -1.18 -2.94
C -0.64 -2.33 -3.02
C 1.20 3.76 -3.17
C -5.57 -2.30 0.01
Zr 0.80 -0.65 -0.71
C -3.31 -1.79 -0.59
H -0.90 -0.07 2.93
C 0.99 -2.64 -4.83
C 2.03 2.07 -1.67
S 2.34 -2.51 -0.26
S -1.61 -2.23 -0.57
C -0.31 0.84 3.00
C 0.54 3.97 2.50
H 1.38 -0.98 1.87
H -2.42 -3.49 -3.17
H -1.68 2.54 -0.32
C -1.08 -3.87 -4.82
C 3.28 -1.51 1.04
H 5.23 -1.89 0.71
H 4.47 -3.10 1.54
C -6.00 -1.09 -0.54
C 3.04 1.54 -0.83
C -0.47 5.52 4.60
H 2.13 -4.52 3.67
N -0.88 -1.61 -1.84
H 0.39 -4.04 -6.36
H -1.75 -4.59 -5.27
H 4.02 -1.12 -5.08
H 2.10 2.83 1.55
H -6.29 -2.97 0.45
H -2.98 0.07 -1.61
H 2.44 -4.15 1.98
C -1.72 2.10 0.68
C -3.71 -0.58 -1.14
H -0.87 1.60 3.54
H 3.10 3.86 -2.21
N 0.87 1.37 -1.83
C 0.10 -3.57 -5.43
H 3.58 -1.82 4.70
C 2.62 -3.81 3.00
H 0.62 0.64 3.52
C -5.05 -0.24 -1.12
H -7.74 -0.18 -1.40
C 2.24 -2.29 -5.36
C 1.01 3.80 3.80
C 2.19 3.30 -2.35
C 2.36 -1.28 2.25
H 2.02 -1.02 4.95
N 3.68 -0.19 0.50
H 2.56 -2.73 -6.30
H -2.04 2.85 1.40
C -0.43 4.94 2.27
C 2.62 -0.89 -3.47
C 3.05 -1.41 -4.69
C -1.47 -3.24 -3.61
C -4.23 -2.66 -0.02
*
```